Computed, not measured: a molecular structure, C22H56BN14O22 in a non-equilibrium geometry, with ωB97M-V/def2-TZVPD.

Properties
HOMO level   -12.0191 eV
Total charge   +1
LUMO level   -0.10191 Ha
Energy   -90270.4975 eV

Each line ends with the Löwdin charge.
Element x y z (Å)
C 4.194 -3.294 1.638  -0.0982
C 4.029 -2.507 2.936  -0.2378
C 3.505 -1.112 2.584  -0.2414
C 2.790 -0.424 3.724  -0.1989
C 2.086 0.894 3.355  -0.1745
C 1.810 1.092 1.862  -0.1989
C 0.671 2.065 1.558  -0.1746
C -0.197 1.508 0.427  -0.2155
C -1.236 0.530 0.924  -0.1679
C -1.709 -0.332 -0.233  -0.1637
N -2.762 -1.263 0.121  0.1184
C -2.580 -2.416 0.747  -0.2896
N -3.592 -3.231 1.098  0.1690
C -3.013 -4.236 1.707  -0.1027
N -1.694 -4.119 1.773  0.1338
N -1.365 -2.930 1.137  0.1850
B 0.101 -2.557 1.051  -0.6892
O 0.830 -2.584 2.192  0.2267
O 0.647 -2.326 -0.154  0.1710
H 5.079 -3.922 1.612  0.0724
H 3.326 -3.924 1.473  0.0627
H 4.244 -2.592 0.811  0.0581
H 4.959 -2.400 3.487  0.1087
H 3.276 -3.004 3.545  0.0955
H 2.831 -1.239 1.743  0.0619
H 4.365 -0.520 2.272  0.1324
H 2.086 -1.135 4.158  0.0966
H 3.512 -0.205 4.500  0.0836
H 2.696 1.732 3.686  0.1150
H 1.161 0.953 3.928  0.1041
H 2.738 1.405 1.393  0.1268
H 1.525 0.139 1.416  0.0789
H 0.997 3.066 1.294  0.1131
H 0.071 2.137 2.465  0.1078
H -0.651 2.336 -0.117  0.1047
H 0.447 0.970 -0.272  0.0986
H -2.087 1.036 1.372  0.1293
H -0.747 -0.087 1.683  0.1105
H -0.888 -0.876 -0.683  0.1072
H -2.106 0.324 -1.002  0.1362
H -3.719 -1.029 -0.080  0.1604
H -3.546 -5.080 2.110  0.1478
H -1.012 -4.741 2.197  0.1204
H 0.318 -2.681 3.000  0.1258
H 1.445 -1.772 -0.137  -0.2069
C 2.393 -2.280 -2.898  0.0835
N 2.358 -2.741 -1.485  -0.3085
O 2.272 -1.889 -0.614  0.1217
O 2.414 -3.927 -1.271  0.1554
H 2.334 -1.202 -2.896  0.0663
H 3.322 -2.636 -3.328  0.1002
H 1.548 -2.726 -3.409  0.1085
C 3.601 -0.590 7.943  0.0542
N 4.665 0.037 7.111  -0.4484
O 5.774 -0.450 7.142  0.0619
O 4.345 0.998 6.449  0.0585
H 4.032 -1.431 8.471  0.0948
H 3.239 0.170 8.628  0.1041
H 2.812 -0.902 7.266  0.0939
C 0.403 2.641 -2.845  0.0555
N 1.195 1.382 -2.830  -0.4392
O 2.332 1.420 -2.416  0.0744
O 0.647 0.378 -3.240  0.0525
H 1.022 3.433 -2.442  0.1063
H 0.119 2.838 -3.875  0.0659
H -0.478 2.474 -2.234  0.0810
C 0.213 -8.487 2.442  0.0669
N 0.180 -7.245 3.260  -0.4206
O 0.961 -7.116 4.158  0.1305
O -0.670 -6.407 2.964  0.0011
H 1.005 -9.116 2.827  0.1028
H -0.759 -8.960 2.535  0.1072
H 0.397 -8.190 1.414  0.1066
C 8.035 -1.167 9.572  0.0397
N 7.742 -1.604 10.965  -0.4597
O 7.408 -0.759 11.766  0.0664
O 7.849 -2.787 11.200  0.0625
H 7.893 -0.096 9.513  0.0927
H 9.060 -1.447 9.350  0.1010
H 7.347 -1.693 8.918  0.0828
C -0.748 4.708 -7.569  0.0526
N -0.792 4.175 -6.183  -0.4441
O -0.901 4.960 -5.268  0.0572
O -0.715 2.970 -6.044  0.0486
H -0.835 5.786 -7.515  0.0993
H 0.197 4.399 -8.003  0.1022
H -1.582 4.268 -8.106  0.1036
C -4.564 5.312 -4.004  0.0587
N -4.749 5.468 -5.472  -0.4440
O -3.813 5.197 -6.193  0.0552
O -5.834 5.847 -5.853  0.0704
H -3.554 4.963 -3.827  0.0890
H -4.739 6.280 -3.546  0.1107
H -5.300 4.595 -3.662  0.0567
C -8.273 2.291 -3.112  0.0612
N -7.522 3.533 -2.781  -0.4383
O -6.463 3.437 -2.190  0.0460
O -8.011 4.580 -3.132  0.0709
H -7.710 1.445 -2.740  0.0930
H -9.246 2.370 -2.639  0.1067
H -8.379 2.261 -4.192  0.1063
C -9.744 6.906 -4.753  0.0461
N -11.222 6.867 -4.925  -0.4576
O -11.831 5.974 -4.375  0.0606
O -11.719 7.733 -5.608  0.0680
H -9.457 6.075 -4.124  0.0566
H -9.298 6.831 -5.740  0.1027
H -9.494 7.858 -4.297  0.1028
C 4.395 -2.288 -6.655  0.0508
N 3.111 -3.034 -6.765  -0.4459
O 2.687 -3.277 -7.868  0.0940
O 2.571 -3.351 -5.722  0.0392
H 4.751 -2.079 -7.656  0.0964
H 4.192 -1.376 -6.103  0.0980
H 5.089 -2.919 -6.108  0.1015